One molecule with the formula C5H5NO. Source: OMol25; level of theory: ωB97M-V/def2-TZVPD.

The geometry in ORCA input format:
```
! RIJCOSX wB97M-V def2-TZVPD def2/J DEFGRID3
* xyz 0 1
H 1.318 0.180 -2.154
H 0.511 -0.572 1.979
H -0.698 -1.088 0.782
O -1.220 1.585 0.226
C 0.029 -0.304 1.033
N -1.453 -1.471 -2.148
C -0.749 1.012 1.174
H 1.949 0.383 0.171
C 0.999 -0.081 -0.084
H -0.835 1.433 2.193
C 0.676 -0.209 -1.373
C -0.526 -0.870 -1.799
*
```

Values from the calculation:
- HOMO level: -10.1 eV
- ΔE to the lowest compared entry with this formula, charge and spin: 128.10 kJ/mol